DFT (ωB97M-V with the def2-TZVPD basis set) results for a molecular structure, C8H16AuCl2N2O.

The total charge is -1. Its frontier orbital gap (spin up / spin down) is 6.1 / 6.5 eV. The value obtained for the LUMO energy (spin up / spin down) is 0.1207 / 0.0973 Ha. The calculation puts the HOMO energy (spin up / spin down) at -2.8 / -3.8 eV. The spin multiplicity is 3. The value obtained for the electronic energy is -1555.22551 a.u.

Last column: Löwdin charge in e.
Positions of all 30 atoms, in Å:
Au1 -0.7615 -0.3109 -1.6762  0.659
Cl1 -0.9127 1.5130 0.7913  0.609
Cl2 0.2919 -2.6289 -1.3656  -0.146
C1 -2.3712 -0.4657 -2.8173  -0.343
H1 -2.1849 -0.6220 -3.9119  -0.102
H2 -3.4034 -0.2976 -2.4387  -0.099
C2 0.6751 0.6743 0.7067  -0.729
C3 0.9949 0.3621 -0.6363  -0.504
H3 0.5162 -0.2489 1.2862  0.093
C4 1.3870 1.5221 -1.5493  -0.248
H4 1.6777 -0.4895 -0.7417  0.040
C5 1.9785 2.7842 -0.8903  -0.202
H5 2.1280 1.1407 -2.2688  0.102
H6 0.4831 1.7451 -2.1459  0.065
C6 1.8637 2.9192 0.6297  -0.240
H7 3.0426 2.7923 -1.1670  0.096
H8 1.5331 3.6680 -1.3673  0.100
C7 1.7011 1.6038 1.3998  -0.225
H9 2.7635 3.4321 0.9935  0.097
H10 1.0133 3.5742 0.8528  0.083
H11 2.6602 1.0780 1.4692  0.112
H12 1.3746 1.8357 2.4177  0.095
N1 -1.1195 -3.7993 1.1732  0.099
C8 -1.9416 -2.7110 1.3827  -0.662
N2 -3.1016 -3.0645 2.0885  0.107
O1 -1.7164 -1.5661 1.0119  -0.040
H13 -1.5931 -4.6949 1.1464  0.083
H14 -0.4442 -3.6374 0.4140  -0.062
H15 -3.5507 -2.2572 2.4980  0.087
H16 -2.9837 -3.8508 2.7144  0.075


DFT (ωB97M-V with the def2-TZVPD basis set) results for a molecular structure, C16H39N7O2PPdS4.

The total charge is +1. Its frontier orbital gap (spin up / spin down) is 7.4 / 7.4 eV. The value obtained for the LUMO energy (spin up / spin down) is -0.1029 / -0.1029 Ha. The calculation puts the HOMO energy (spin up / spin down) at -10.2 / -10.2 eV. The value obtained for the electronic energy is -3228.79031 a.u. The energy above the lowest of the compared OMol25 structures with the same formula, charge and spin comes out at 10.0 kcal per mole.

Last column: Löwdin charge in e.
Positions of all 70 atoms, in Å:
Pd1 -0.2607 0.6749 0.5817  0.599
N1 -2.0224 1.1279 1.4834  -0.145
C1 -1.9042 1.6611 2.8579  -0.228
C2 -1.1552 2.9832 2.8995  -0.179
C3 0.3129 2.9157 2.5104  -0.228
N2 0.4843 2.6739 1.0639  -0.047
H1 -2.5289 1.7753 0.8820  0.093
H2 -2.5723 0.2713 1.5070  0.056
H3 -1.3965 0.8908 3.4384  0.082
H4 -2.9039 1.8026 3.2748  0.129
H5 -1.2249 3.3734 3.9163  0.123
H6 -1.6704 3.7138 2.2633  0.119
H7 0.8029 2.0919 3.0318  0.099
H8 0.8095 3.8439 2.8050  0.123
H9 1.4701 2.5799 0.8172  0.055
H10 0.1058 3.4535 0.5341  0.100
C4 5.0903 2.2159 -2.2376  -0.091
C5 4.8504 1.6269 -0.8467  -0.230
C6 3.6091 0.8003 -0.7855  -0.603
N3 2.5075 1.1950 -0.2581  0.000
N4 1.5025 0.2693 -0.3449  -0.197
C7 1.8635 -0.8509 -0.9377  -0.748
N5 1.0772 -1.9068 -1.1464  0.115
S1 3.5038 -0.7915 -1.4757  1.126
H11 6.0003 2.8131 -2.2444  0.080
H12 4.2601 2.8582 -2.5335  0.071
H13 5.1995 1.4315 -2.9873  0.073
H14 4.7452 2.4178 -0.1041  0.117
H15 5.7013 1.0128 -0.5464  0.117
H16 0.2404 -1.9511 -0.5692  -0.014
H17 1.5187 -2.7906 -1.3390  0.114
C8 2.6559 -0.6740 5.6799  -0.055
C9 1.4820 -0.1691 4.8677  -0.492
C10 0.4961 0.6042 5.7193  -0.035
O1 0.7577 -1.2843 4.2924  -0.318
P1 1.0382 -1.8967 2.8342  -0.096
S2 2.8062 -1.4108 2.1763  0.328
S3 -0.5870 -1.5068 1.6463  0.365
O2 0.7834 -3.4429 3.0325  -0.336
C11 1.1941 -4.3590 4.0891  -0.419
C12 2.6853 -4.3012 4.3414  -0.054
C13 0.3586 -4.1541 5.3368  -0.042
H18 3.1692 0.1677 6.1471  0.090
H19 3.3680 -1.1911 5.0394  0.046
H20 2.3138 -1.3470 6.4681  0.089
H21 1.8615 0.4480 4.0490  0.086
H22 0.1425 -0.0106 6.5475  0.094
H23 -0.3702 0.9179 5.1390  0.052
H24 0.9790 1.4911 6.1321  0.092
H25 0.9444 -5.3265 3.6527  0.142
H26 2.9679 -3.3649 4.8209  0.056
H27 3.2439 -4.3980 3.4120  0.078
H28 2.9636 -5.1202 5.0061  0.091
H29 0.6529 -3.2519 5.8693  0.066
H30 0.4940 -5.0103 5.9990  0.090
H31 -0.6978 -4.0816 5.0806  0.090
C14 -2.2373 2.1144 -4.8941  -0.058
N6 -2.1324 1.0441 -3.9088  -0.035
C15 -1.4196 1.0524 -2.7774  -0.828
S4 -1.8589 0.0257 -1.4981  0.649
N7 -0.3541 1.8677 -2.6553  -0.040
C16 0.5189 2.3123 -3.7386  -0.057
H32 -3.2861 2.2403 -5.1545  0.094
H33 -1.6783 1.8968 -5.8034  0.087
H34 -1.8862 3.0503 -4.4686  0.083
H35 -2.8520 0.3393 -3.9233  0.117
H36 0.0816 1.7546 -1.7501  0.051
H37 0.3732 1.6971 -4.6234  0.089
H38 1.5514 2.1903 -3.4147  0.079
H39 0.3597 3.3584 -3.9973  0.085


DFT (ωB97M-V with the def2-TZVPD basis set) results for a molecular structure, C10H19BBr15INO.

The total charge is -1. Its frontier orbital gap is 5.7 eV. The value obtained for the LUMO energy is 0.0397 Ha. The calculation puts the HOMO energy at -4.6 eV. The value obtained for the electronic energy is -39455.23600 a.u.

Last column: Löwdin charge in e.
Positions of all 48 atoms, in Å:
C1 1.1227 -0.5405 2.0469  -0.078
C2 0.6664 -1.4572 0.8415  -0.365
O1 0.7527 -2.7888 1.2782  -0.197
B1 -0.4562 -3.6163 1.1031  -1.079
I1 -1.2649 -3.5740 -1.0122  0.602
C3 -1.6177 -3.4510 2.2384  -0.225
C4 -2.3951 -2.0955 2.2815  -0.231
C5 -3.5863 -2.0136 1.2573  -0.355
N1 -4.7502 -1.3076 1.8603  -0.032
H1 0.3624 -0.5804 2.8554  0.062
H2 1.3030 0.5075 1.7444  0.059
H3 2.0243 -1.0243 2.4777  0.070
H4 -0.3386 -1.1066 0.5499  0.060
H5 1.3932 -1.2310 0.0252  0.080
H6 -0.0694 -4.7618 1.1988  0.030
H7 -2.3249 -4.3081 2.1955  0.085
H8 -1.1009 -3.5448 3.2262  0.091
H9 -2.9000 -2.0465 3.2793  0.095
H10 -1.7544 -1.1937 2.2487  0.081
H11 -3.1929 -1.5231 0.3437  0.025
H12 -3.8360 -3.0637 1.0057  0.089
H13 -5.4774 -1.3288 1.1451  0.001
H14 -4.4848 -0.3228 1.8911  0.036
C6 -5.3585 -0.4666 -2.4869  -1.590
Br1 -5.8932 -2.1914 -1.7959  0.594
Br2 -6.8192 0.4341 -3.3864  0.541
Br3 -4.5707 0.6415 -1.1123  0.578
H15 -4.5904 -0.6457 -3.2287  -0.024
C7 -1.1390 2.9096 -1.3340  -1.610
Br4 -0.3704 1.2443 -1.9460  0.585
Br5 -2.0405 2.6894 0.3622  0.541
Br6 0.1768 4.3280 -1.2707  0.518
H16 -1.8894 3.2009 -2.0583  -0.031
C8 3.1277 7.0729 -3.3147  -1.604
Br7 4.9936 7.0043 -3.8247  0.559
Br8 2.0248 5.9926 -4.4798  0.564
Br9 2.8818 6.6036 -1.4551  0.513
H17 2.8036 8.0991 -3.4307  -0.031
C9 3.7798 -3.9093 -0.1383  -1.602
Br10 3.3424 -4.9461 -1.7113  0.552
Br11 5.0719 -4.8175 0.9829  0.537
Br12 4.3634 -2.1220 -0.5975  0.548
H18 2.8647 -3.8072 0.4413  -0.042
C10 5.8899 3.8302 -0.1693  -1.617
Br13 4.1688 3.0389 -0.5597  0.554
Br14 5.7085 5.5567 0.6889  0.529
Br15 7.0110 2.6352 0.8597  0.565
H19 6.3873 3.9970 -1.1163  -0.031


DFT (ωB97M-V with the def2-TZVPD basis set) results for a molecular structure, C4H4F7N2NaO6S2.

The total charge is -2. Its frontier orbital gap is 7.1 eV. The value obtained for the LUMO energy is 0.1616 Ha. The calculation puts the HOMO energy at -2.7 eV. The value obtained for the electronic energy is -2373.62479 a.u. The energy above the lowest of the compared OMol25 structures with the same formula, charge and spin comes out at 28.3 kcal per mole.

Last column: Löwdin charge in e.
Positions of all 26 atoms, in Å:
Na1 -0.5299 -1.8900 -0.4411  0.322
F1 3.7984 -0.3478 -1.7792  0.074
C1 3.0729 -0.8095 -0.7226  -0.644
F2 3.8798 -0.7165 0.3530  0.093
F3 2.8761 -2.1226 -0.9468  0.099
S1 1.4902 0.1802 -0.5778  0.664
O1 0.8965 -0.3122 -1.8199  -0.297
O2 2.0979 1.4707 -0.3612  -0.291
N1 1.0897 -0.6853 0.7699  -0.325
S2 0.1841 -0.4965 2.0394  0.587
O3 -1.2368 -0.6236 1.8225  -0.289
O4 0.7476 -1.3291 3.0769  -0.315
C2 0.4687 1.1927 2.7760  -0.644
F4 1.7788 1.4656 2.8527  0.115
F5 -0.1378 2.2018 2.1517  0.132
F6 0.0034 1.1924 4.0485  0.087
N2 -2.3483 -0.6182 -1.5455  0.008
C3 -2.6344 0.7632 -1.1613  -0.188
C4 -1.2762 1.5167 -1.1883  -0.656
O5 -1.0333 2.3161 -2.0898  -0.006
O6 -0.4922 1.1081 -0.2740  -0.161
H1 -1.8638 -0.6517 -2.4326  0.080
H2 -3.1591 -1.2243 -1.5978  0.073
H3 -2.9891 0.7386 -0.1305  0.100
H4 -3.3734 1.2749 -1.8050  0.093
F7 -1.3098 -3.5937 -1.0172  -0.712